{
  "formula": "C18H31N4O2Re",
  "method": "wB97M-V/def2-TZVPD",
  "total_energy_ev": -31329.438,
  "spin_multiplicity": 2,
  "charge": 3,
  "max_force_ha_per_bohr": 0.004,
  "e_above_lowest_kj_mol": 31.5,
  "gap_ev": [6.86, 7.26],
  "elements": ["Re", "C", "C", "N", "C", "C", "N", "C", "C", "C", "N", "C", "C", "N", "C", "H", "H", "H", "H", "H", "H", "H", "H", "H", "H", "H", "H", "H", "H", "H", "H", "H", "H", "H", "H", "H", "H", "H", "H", "C", "C", "O", "C", "C", "C", "C", "C", "C", "O", "H", "H", "H", "H", "H", "H", "H"],
  "xyz": [[0.04907, 0.09992, 0.10716], [-0.02742, 3.42871, 0.81732], [-1.20018, 2.75846, 1.50358], [-1.16463, 1.23899, 1.49200], [-0.77877, 0.69467, 2.84139], [0.71729, 0.83089, 2.98905], [1.37344, 0.12520, 1.83653], [2.84759, 0.43977, 1.75178], [3.28448, 0.87694, 0.36952], [3.09845, -0.18456, -0.70244], [1.68505, -0.31653, -1.22740], [1.47544, 0.40963, -2.51910], [1.21863, 1.85423, -2.19355], [0.10819, 1.90784, -1.18855], [-0.08106, 3.32059, -0.68744], [0.92991, 3.05937, 1.19771], [-0.06209, 4.48866, 1.07797], [-2.13332, 3.06668, 1.03102], [-1.25591, 3.06058, 2.54844], [-2.12751, 0.94964, 1.31787], [-1.08758, -0.35140, 2.88637], [-1.30907, 1.23226, 3.62762], [1.06184, 0.41001, 3.93384], [1.02147, 1.87620, 2.96700], [1.31765, -0.86622, 2.07009], [3.39911, -0.45050, 2.05610], [3.07017, 1.21590, 2.48240], [4.35062, 1.10678, 0.42161], [2.79552, 1.81527, 0.09532], [3.38912, -1.16099, -0.31116], [3.73912, 0.01814, -1.55989], [1.56615, -1.30807, -1.44329], [0.61285, -0.03701, -3.01534], [2.34177, 0.28899, -3.16898], [0.94070, 2.41831, -3.08457], [2.09525, 2.33387, -1.76240], [-0.73366, 1.68113, -1.71924], [-1.04369, 3.67886, -1.05447], [0.68608, 3.94458, -1.14242], [-3.18041, -1.16097, -2.60299], [-2.16274, -1.31696, -1.53066], [-1.43960, -0.30420, -1.27938], [-1.96928, -2.56329, -0.83510], [-2.72963, -3.69342, -1.18264], [-2.54891, -4.89830, -0.53374], [-1.59815, -5.00774, 0.47765], [-0.82506, -3.91375, 0.84378], [-1.01383, -2.70971, 0.19452], [-0.22833, -1.66140, 0.60873], [-3.18089, -0.14257, -2.97980], [-4.17346, -1.41224, -2.22592], [-2.96787, -1.84818, -3.42590], [-3.46764, -3.62468, -1.96921], [-3.14490, -5.75589, -0.81353], [-1.45582, -5.95291, 0.98503], [-0.08359, -3.98961, 1.62771]],
  "atomic_forces_ev_per_a": [[0.0, 0.1, -0.1], [0.0, 0.0, 0.0], [0.0, 0.0, 0.0], [0.0, -0.1, 0.0], [0.0, 0.0, 0.0], [0.0, 0.0, 0.0], [0.0, 0.1, 0.0], [0.0, 0.0, 0.0], [0.0, 0.0, 0.0], [0.0, 0.0, 0.0], [0.0, 0.0, -0.1], [0.0, 0.0, 0.0], [0.0, 0.0, 0.0], [0.0, 0.0, 0.1], [0.0, 0.0, 0.0], [0.0, 0.0, 0.0], [0.0, 0.0, 0.0], [0.0, 0.0, 0.0], [0.0, 0.0, 0.0], [0.0, 0.0, 0.0], [0.0, 0.0, 0.0], [0.0, 0.0, 0.0], [0.0, 0.0, 0.0], [0.0, 0.0, 0.0], [0.0, 0.0, 0.0], [0.0, 0.0, 0.0], [0.0, 0.0, 0.0], [0.0, 0.0, 0.0], [0.0, 0.0, 0.0], [0.0, 0.0, 0.0], [0.0, 0.0, 0.0], [0.0, 0.0, 0.0], [0.0, 0.0, 0.0], [0.0, 0.0, 0.0], [0.0, 0.0, 0.0], [0.0, 0.0, 0.0], [0.0, 0.0, 0.0], [0.0, 0.0, 0.0], [0.0, 0.0, 0.0], [0.0, 0.0, 0.0], [0.2, 0.0, -0.1], [0.0, 0.0, 0.0], [0.0, 0.0, 0.0], [0.0, 0.0, 0.0], [0.0, 0.0, 0.0], [0.0, 0.0, 0.0], [0.0, 0.0, 0.0], [0.0, 0.0, 0.0], [0.0, -0.1, 0.1], [0.0, 0.0, 0.0], [0.0, 0.0, 0.0], [0.0, 0.0, 0.0], [0.0, 0.0, 0.0], [0.0, 0.0, 0.0], [0.0, 0.0, 0.0], [0.0, 0.0, 0.0]]
}

***

{
  "formula": "C4H6O2",
  "method": "wB97M-V/def2-TZVPD",
  "total_energy_ev": -8338.417,
  "charge": 0,
  "max_force_ha_per_bohr": 0.011,
  "e_above_lowest_kj_mol": 197.2,
  "gap_ev": 10.38,
  "smiles": "O=C[C@H]1CCO1",
  "elements": ["O", "C", "C", "C", "C", "O", "H", "H", "H", "H", "H", "H"],
  "xyz": [[-0.05016, -2.70649, -0.98769], [-0.38162, -1.66596, -0.48151], [0.39259, -0.35920, -0.58787], [-0.45731, 0.86708, -0.22960], [0.46520, 0.97358, 0.99132], [1.20824, -0.19042, 0.58604], [-1.30758, -1.58352, 0.13524], [0.98746, -0.33614, -1.50914], [-1.49362, 0.61193, 0.01324], [-0.44624, 1.70145, -0.93095], [-0.01494, 0.82037, 1.96443], [1.09798, 1.86732, 1.03647]],
  "atomic_forces_ev_per_a": [[-0.1, 0.5, 0.2], [0.1, -0.4, -0.2], [-0.1, -0.1, -0.3], [-0.1, 0.1, 0.0], [-0.1, 0.3, 0.2], [0.1, -0.1, 0.1], [0.2, -0.2, 0.0], [-0.1, 0.0, 0.1], [0.1, 0.1, -0.1], [0.1, -0.1, 0.1], [0.1, 0.1, -0.1], [-0.1, -0.2, 0.0]]
}

***

{
  "formula": "C25H41CoN3P2",
  "method": "wB97M-V/def2-TZVPD",
  "total_energy_ev": -87254.912,
  "spin_multiplicity": 5,
  "charge": 1,
  "max_force_ha_per_bohr": 0.067,
  "e_above_lowest_kj_mol": 0.0,
  "gap_ev": [8.52, 4.80],
  "elements": ["Co", "C", "C", "C", "C", "C", "C", "H", "H", "H", "C", "H", "H", "H", "C", "H", "H", "H", "C", "H", "H", "H", "C", "H", "H", "H", "C", "C", "C", "C", "C", "C", "C", "C", "H", "H", "H", "H", "H", "H", "H", "H", "H", "H", "H", "H", "P", "C", "C", "P", "C", "C", "C", "H", "H", "H", "H", "H", "H", "H", "H", "H", "H", "H", "H", "H", "H", "N", "C", "N", "C", "N"],
  "xyz": [[0.08955, -0.38616, 1.72092], [-1.80926, -0.80940, 3.71698], [-1.34579, -1.67443, 2.66661], [0.40118, -1.26736, 4.16679], [-0.73066, -0.54453, 4.59674], [0.07023, -1.96984, 2.93670], [-3.21311, -0.40439, 3.96536], [-3.83654, -0.50563, 3.06538], [-3.27182, 0.64070, 4.30938], [-3.67713, -1.02133, 4.75618], [-0.79076, 0.30354, 5.81130], [-1.64549, 0.99049, 5.77890], [0.11789, 0.91576, 5.90797], [-0.87568, -0.28665, 6.73637], [1.67768, -1.41968, 4.89024], [1.60896, -2.22224, 5.64039], [1.97172, -0.50209, 5.42297], [2.48464, -1.68309, 4.19192], [0.85250, -3.10801, 2.38928], [0.91168, -3.94717, 3.09563], [1.88162, -2.79307, 2.17361], [0.42467, -3.47960, 1.45383], [-2.23098, -2.54734, 1.85740], [-2.49816, -3.44873, 2.42917], [-1.75498, -2.87776, 0.92960], [-3.17071, -2.05021, 1.59723], [-0.71380, 1.83562, 0.96921], [-1.80385, 1.01534, 0.98181], [-2.30467, 0.22994, -0.18742], [-1.21461, -0.52996, -0.97239], [-0.06659, -1.06797, -0.15416], [1.12402, -0.33272, 0.06380], [1.34648, 1.06281, -0.43573], [0.18118, 2.08037, -0.19530], [-2.86056, 0.86883, -0.89915], [-0.82197, 0.10331, -1.78861], [-3.02935, -0.50301, 0.20063], [-0.40458, 2.16949, -1.12088], [-0.54285, 2.48912, 1.83262], [-2.48947, 1.07455, 1.83862], [0.67154, 3.05226, -0.03146], [2.23988, 1.45529, 0.07528], [2.03637, -0.91914, 0.21481], [1.57656, 1.04213, -1.51476], [-1.70824, -1.38774, -1.45443], [0.04551, -2.15761, -0.21218], [-0.42268, 1.22683, -4.08240], [-0.55246, 3.06190, -4.28383], [-1.70570, 0.81820, -5.36201], [1.84600, -0.57033, -4.81879], [1.05134, 1.05705, -5.20245], [1.27020, -1.48668, -6.33249], [3.49350, -0.14468, -5.55759], [0.31246, 3.53716, -3.80576], [-1.47053, 3.40840, -3.79329], [-0.57737, 3.33190, -5.34887], [-1.58479, 1.45678, -6.24993], [-2.69019, 1.01030, -4.91463], [-1.65123, -0.23862, -5.65316], [3.38848, 0.18155, -6.60192], [4.13376, -1.03485, -5.51352], [3.95466, 0.65445, -4.96654], [1.76826, 1.86393, -4.98649], [0.75462, 1.11559, -6.26372], [1.82195, -2.43591, -6.37247], [1.48290, -0.91225, -7.24573], [0.19831, -1.70727, -6.27075], [1.27446, 0.81550, 2.52079], [1.94180, 1.56044, 3.15331], [2.69624, 2.45130, 3.63711], [3.01181, 2.62409, 4.89960], [3.35198, 2.87252, 5.99842]],
  "atomic_forces_ev_per_a": [[-0.9, 1.3, 1.2], [1.0, 0.1, 0.7], [-0.1, -1.6, 2.4], [0.3, -1.5, -1.1], [-1.8, 0.3, -0.3], [-0.5, 0.3, 1.0], [-0.6, 0.4, -0.1], [0.1, 0.1, 0.3], [0.0, -0.3, -0.1], [0.2, 0.2, -0.3], [0.0, 0.5, 0.2], [0.2, -0.2, 0.0], [-0.2, -0.2, 0.0], [0.0, 0.0, -0.3], [0.5, 0.2, -0.1], [0.0, 0.1, -0.1], [-0.2, -0.3, -0.1], [-0.2, 0.0, 0.3], [0.5, -0.4, -0.3], [-0.1, 0.2, -0.1], [-0.1, -0.2, 0.0], [0.1, 0.0, 0.2], [-0.3, 0.2, -0.6], [0.2, 0.2, 0.0], [-0.1, 0.0, 0.2], [0.1, -0.1, 0.1], [-1.1, -0.1, 0.5], [0.3, 1.0, 0.2], [-0.3, -0.6, -0.2], [-0.5, 0.1, -0.3], [2.0, 0.5, -1.7], [-0.5, -1.5, -3.1], [0.2, 0.7, 0.6], [0.7, 0.3, -0.7], [0.2, -0.1, 0.4], [-0.1, -0.4, 0.4], [0.1, 0.3, -0.2], [0.0, -0.1, 0.3], [-0.1, -0.5, -0.2], [0.5, 0.0, -0.3], [-0.3, -0.3, -0.2], [-0.3, -0.2, -0.3], [-0.3, 0.2, 0.3], [-0.1, -0.2, 0.3], [0.2, 0.3, 0.0], [0.1, 0.4, 0.6], [0.0, 1.0, -1.6], [-0.3, 0.0, 0.4], [-0.3, -0.1, 0.4], [0.6, 0.2, -1.4], [-0.1, -0.3, 0.5], [-0.1, -0.3, 0.3], [0.2, -0.2, 0.4], [-0.2, 0.0, -0.1], [0.2, 0.1, -0.1], [0.0, 0.0, 0.3], [0.0, -0.2, 0.3], [0.1, -0.1, -0.2], [-0.1, 0.3, 0.1], [0.0, -0.1, 0.3], [0.0, 0.3, -0.1], [0.1, -0.2, -0.1], [-0.2, -0.2, 0.0], [0.1, 0.1, 0.4], [-0.2, 0.2, -0.1], [-0.1, -0.1, 0.3], [0.2, 0.0, -0.1], [1.2, 0.8, 1.2], [0.3, 0.4, -0.3], [-0.6, -0.7, -0.9], [0.8, 0.7, 2.8], [-0.8, -0.6, -2.2]]
}

***

{
  "formula": "C6H17ClN2Si",
  "method": "wB97M-V/def2-TZVPD",
  "total_energy_ev": -29874.985,
  "charge": 0,
  "max_force_ha_per_bohr": 0.097,
  "e_above_lowest_kj_mol": 476.0,
  "gap_ev": [7.75, 6.99],
  "elements": ["C", "C", "C", "C", "C", "C", "N", "N", "Si", "Cl", "H", "H", "H", "H", "H", "H", "H", "H", "H", "H", "H", "H", "H", "H", "H", "H", "H"],
  "xyz": [[2.58747, 0.82991, -1.65775], [-1.80477, 0.32163, -1.80454], [-0.20458, 1.27386, 2.67965], [1.96940, -0.20936, -0.61182], [-2.33568, 0.46650, -0.37555], [-0.99762, -0.07546, 2.49571], [1.25895, -2.34900, -1.04313], [0.93597, -1.02797, -1.03185], [-1.25345, -0.74049, 0.67615], [-1.95997, -2.69015, 0.56992], [3.74504, 0.87807, -1.62805], [2.33882, 0.39421, -2.65007], [2.36772, 1.91367, -1.50545], [-0.75009, -0.10334, -1.80353], [-2.37462, -0.22135, -2.63552], [-1.56490, 1.37268, -2.09306], [-0.66614, 2.03802, 2.02393], [-0.61803, 1.72718, 3.64641], [0.86900, 1.29797, 2.50683], [2.80582, -0.86156, -0.30849], [1.74786, 0.41639, 0.31495], [-3.43111, 0.19830, -0.19485], [-2.25459, 1.42175, -0.05693], [-1.95853, 0.13886, 2.97025], [-0.55380, -0.85584, 3.13550], [1.63569, -2.70827, -0.14827], [0.46614, -2.84621, -1.47047]],
  "atomic_forces_ev_per_a": [[1.4, -0.7, -0.2], [1.4, 0.6, -1.6], [-2.6, 0.8, 0.2], [3.1, 2.5, 2.2], [-1.4, -4.8, -0.1], [0.7, -0.1, 0.0], [-0.2, 0.0, -0.2], [-2.8, -0.4, -0.1], [0.9, 1.5, -0.1], [0.0, 0.1, 0.1], [-1.7, -0.6, 0.2], [0.0, 0.9, 0.4], [-0.7, -1.0, -0.3], [-1.5, 0.1, 0.0], [0.4, 0.9, 1.5], [-0.6, -0.7, -0.6], [0.4, -0.4, -0.4], [1.6, -0.8, -0.7], [-0.1, -0.2, 0.5], [0.1, 0.3, 0.1], [-0.1, -0.9, -1.0], [1.3, 0.1, -0.5], [0.5, 3.1, 1.2], [-0.3, -0.3, -0.3], [0.0, 0.1, -0.3], [-0.5, -0.1, -0.7], [0.8, -0.1, 0.8]]
}

***

{
  "formula": "C2H3N3OS",
  "method": "wB97M-V/def2-TZVPD",
  "total_energy_ev": -19469.895,
  "charge": 0,
  "max_force_ha_per_bohr": 0.118,
  "e_above_lowest_kj_mol": 500.9,
  "gap_ev": 8.95,
  "elements": ["C", "C", "H", "H", "H", "N", "N", "N", "O", "S"],
  "xyz": [[0.77873, 0.05933, 0.64294], [-0.58252, 0.09127, -0.00539], [3.18365, 0.99020, -0.94839], [1.19803, 0.98604, 1.17225], [1.16078, -0.86660, 1.42385], [-1.54891, 0.97031, -0.41873], [-2.62315, 0.31410, -0.59523], [-2.36375, -0.99172, -0.52878], [-1.21168, -1.18628, -0.03046], [2.00882, -0.36665, -0.71206]],
  "atomic_forces_ev_per_a": [[3.2, -0.5, 1.3], [-2.6, -0.9, 1.0], [-3.0, -2.8, 0.8], [-1.3, -1.1, -1.0], [-2.4, 2.5, -2.1], [5.4, 0.3, 2.7], [-1.1, -4.0, -2.0], [-4.4, 1.4, 0.2], [3.6, 2.4, -0.2], [2.5, 2.7, -0.7]]
}